(1)
Molecular formula: C18H23Br2NO2ReSSbSe4
Method: DFT, ωB97M-V with the def2-TZVPD basis set

Spin multiplicity: 2
Charge: -1
E_HOMO (alpha / beta): -4.50 / -4.51 eV
Expectation value of S²: 0.758
Gap between HOMO and LUMO (alpha / beta): 6.1745 / 5.9923 eV

Atoms and positions in Å:
Re  0.13  1.15  0.74
Br  4.60  2.71  2.73
C  3.17  3.60  1.81
Br  3.49  3.85  -0.08
H  3.03  4.58  2.26
H  2.28  3.00  1.93
Se  0.69  5.42  3.87
Sb  -0.85  3.76  3.07
Se  0.17  1.43  3.23
Se  -0.50  3.43  0.51
Se  -3.18  3.88  3.56
O  2.04  0.73  0.85
N  2.77  0.50  -0.29
C  4.06  0.16  -0.07
C  4.89  -0.07  -1.12
C  4.38  0.08  -2.42
C  3.07  0.43  -2.61
C  2.22  0.65  -1.51
S  0.59  1.15  -1.64
H  4.33  0.11  0.98
H  5.92  -0.33  -0.93
H  5.02  -0.09  -3.28
H  2.65  0.56  -3.60
C  -4.13  -0.12  1.64
C  -4.03  0.16  0.13
C  -3.71  1.63  -0.13
C  -3.10  -0.81  -0.56
C  -3.62  -1.66  -1.53
C  -2.84  -2.63  -2.14
C  -1.52  -2.79  -1.76
C  -0.95  -1.97  -0.80
C  0.45  -2.24  -0.28
C  0.38  -3.14  0.96
C  1.39  -2.81  -1.33
C  -1.74  -0.95  -0.24
O  -1.22  -0.16  0.75
H  -4.86  0.55  2.08
H  -3.17  0.07  2.14
H  -4.43  -1.15  1.83
H  -5.02  -0.03  -0.30
H  -2.92  2.01  0.52
H  -4.60  2.24  0.07
H  -3.40  1.80  -1.16
H  -4.66  -1.56  -1.80
H  -3.27  -3.28  -2.90
H  -0.92  -3.57  -2.21
H  0.88  -1.29  0.05
H  -0.05  -4.11  0.69
H  -0.24  -2.69  1.73
H  1.38  -3.31  1.37
H  1.14  -3.84  -1.59
H  2.42  -2.82  -0.95
H  1.38  -2.21  -2.25

These are the Löwdin partial charges, in e, on atoms 1 to 2:
1. Re 0.6447
2. Br 0.5663

=====

(2)
Molecular formula: C3H39NO17
Method: DFT, ωB97M-V with the def2-TZVPD basis set

Spin multiplicity: 2
Charge: +1
E_HOMO (alpha / beta): -12.75 / -12.75 eV
Expectation value of S²: 0.763
Gap between HOMO and LUMO (alpha / beta): 8.6565 / 4.0314 eV

Atoms and positions in Å:
C  -0.36  3.75  1.77
N  -1.28  2.67  1.63
C  -2.68  2.92  1.93
C  -0.76  1.45  1.15
O  0.79  3.66  1.43
H  -0.91  4.65  2.12
H  -3.28  1.96  1.99
H  -3.12  3.49  1.13
H  -2.84  3.27  2.97
H  -0.39  0.71  1.82
H  0.17  1.64  0.52
H  -1.48  0.96  0.48
H  1.40  -2.59  -1.15
H  2.06  -3.85  -0.37
O  1.75  -3.52  -1.21
H  -3.13  -3.14  -2.04
H  -2.42  -2.00  -1.48
O  -3.29  -2.24  -1.79
H  -4.22  0.97  -0.18
H  -3.69  1.46  -1.61
O  -3.44  1.09  -0.75
H  3.01  1.49  -2.97
H  2.16  1.81  -1.82
O  2.63  2.25  -2.53
H  -3.15  -1.64  2.17
H  -2.49  -1.19  3.59
O  -3.11  -0.99  2.90
H  -1.22  -0.58  -0.13
H  -0.46  -0.43  -1.54
O  -0.58  -0.94  -0.73
H  -4.30  -2.61  0.58
H  -3.51  -3.69  1.33
O  -3.42  -2.78  0.98
H  1.59  -0.03  -4.50
H  2.88  -0.51  -3.98
O  2.51  0.24  -4.43
H  4.26  0.15  -2.59
H  3.35  -0.40  -1.40
O  3.79  -0.62  -2.24
H  -0.40  -1.12  3.20
H  1.13  -0.68  3.16
O  0.42  -1.22  2.74
H  1.34  1.61  3.60
H  2.54  0.86  3.92
O  1.57  0.74  3.92
H  -0.62  -4.47  1.64
H  -1.54  -3.56  2.42
O  -1.26  -4.48  2.38
H  4.00  2.41  -0.66
H  3.53  1.61  0.45
O  4.35  1.72  -0.07
H  0.44  4.04  -2.73
H  1.61  3.33  -3.45
O  0.66  3.57  -3.53
H  1.95  -3.07  -3.59
H  0.69  -3.70  -2.90
O  0.99  -3.03  -3.54
H  1.20  -0.47  0.93
H  2.69  -0.66  0.77
O  1.94  -0.26  0.33

These are the Löwdin partial charges, in e, on atoms 1 to 2:
1. C -0.1907
2. N -0.0059

=====

(3)
Molecular formula: C33H29F4IrN4O4S3Si
Method: DFT, ωB97M-V with the def2-TZVPD basis set

Spin multiplicity: 2
Charge: -1
E_HOMO (alpha / beta): -4.46 / -4.83 eV
Expectation value of S²: 0.754
Gap between HOMO and LUMO (alpha / beta): 6.5018 / 6.8587 eV

Atoms and positions in Å:
Ir  -0.33  -0.61  -0.25
C  -2.08  -0.24  2.33
N  -1.56  0.59  1.23
C  -2.69  1.31  0.63
C  -0.57  1.55  1.75
C  0.73  0.87  2.10
N  1.19  0.12  0.94
C  2.48  -0.33  0.94
C  3.17  -0.57  -0.27
F  2.56  -0.27  -1.43
C  4.45  -1.05  -0.33
F  5.01  -1.24  -1.53
C  5.19  -1.31  0.81
C  4.56  -1.04  2.01
F  5.22  -1.27  3.17
C  3.27  -0.57  2.08
F  2.75  -0.38  3.32
H  -1.24  -0.54  2.95
H  -3.17  -1.31  -0.69
H  -2.77  0.37  2.94
H  -3.15  1.98  1.37
H  -3.44  0.60  0.30
H  -2.34  1.89  -0.22
H  -0.98  2.09  2.62
H  -0.41  2.28  0.95
H  0.59  0.24  2.99
H  1.45  1.64  2.38
H  6.19  -1.70  0.77
S  -2.08  -1.42  -1.49
C  -2.47  -0.10  -2.62
C  -3.60  -0.28  -3.46
N  -4.54  -0.45  -4.11
C  -1.63  0.97  -2.69
S  -0.27  1.23  -1.69
C  -1.90  1.99  -3.67
N  -2.11  2.82  -4.43
O  -2.76  -1.36  1.84
Si  -2.68  -2.80  2.69
C  -3.14  -4.16  1.51
C  -4.20  -5.02  1.80
C  -4.50  -6.08  0.96
C  -3.75  -6.29  -0.19
C  -2.70  -5.44  -0.49
C  -2.40  -4.38  0.35
C  -0.97  -2.99  3.41
C  0.07  -3.52  2.65
C  1.37  -3.56  3.13
C  1.66  -3.07  4.40
C  0.64  -2.54  5.18
C  -0.66  -2.50  4.69
C  -3.94  -2.69  4.08
C  -3.87  -3.50  5.21
C  -4.85  -3.43  6.20
C  -5.91  -2.55  6.06
C  -6.00  -1.74  4.94
C  -5.02  -1.81  3.96
H  -4.79  -4.87  2.70
H  -5.33  -6.74  1.20
H  -3.98  -7.12  -0.84
H  -2.08  -5.59  -1.37
H  -1.57  -3.73  0.08
H  -0.11  -3.90  1.66
H  2.17  -3.94  2.51
H  2.68  -3.08  4.77
H  0.86  -2.15  6.17
H  -1.44  -2.07  5.31
H  -3.04  -4.19  5.33
H  -4.78  -4.06  7.07
H  -6.67  -2.49  6.83
H  -6.83  -1.05  4.83
H  -5.10  -1.18  3.08
C  0.83  -2.60  -2.99
S  1.16  -3.42  -1.45
O  2.59  -3.62  -1.38
O  0.35  -4.63  -1.47
O  0.70  -2.50  -0.35
H  1.30  -1.62  -2.99
H  -0.25  -2.52  -3.13
H  1.26  -3.23  -3.77

These are the Löwdin partial charges, in e, on atoms 1 to 2:
1. Ir 0.8411
2. C -0.2689

=====

| no. | strongest force on any atom (hartree/bohr) | molar mass (g/mol) |
| --- | --- | --- |
| 1 | 0.0065 | 1101.1 |
| 2 | 0.0573 | 361.3 |
| 3 | 0.0072 | 938.1 |